1.
{
  "formula": "C19H37CdN2P",
  "method": "wB97M-V/def2-TZVPD",
  "species": ["C", "C", "C", "C", "C", "Cd", "N", "C", "C", "H", "H", "H", "H", "H", "H", "H", "H", "H", "H", "C", "C", "C", "C", "P", "N", "C", "C", "C", "C", "C", "C", "C", "C", "H", "H", "H", "H", "H", "H", "H", "H", "H", "H", "H", "H", "H", "H", "H", "H", "H", "H", "H", "H", "H", "H", "H", "H", "H", "H", "H"],
  "coordinates": [[-0.81575, 1.26499, -2.19038], [0.51610, 1.01273, -2.41873], [1.28004, 1.77007, -1.46086], [0.35683, 2.52525, -0.61153], [-1.00975, 2.16045, -1.08596], [-1.60256, 0.55138, 0.82977], [-1.30758, -1.80105, 0.16714], [-0.14523, -2.86248, -0.27824], [0.91939, -2.28597, -0.91712], [2.36461, 1.80040, -1.35905], [0.96469, 0.39485, -3.20062], [0.58753, 3.08754, 0.22708], [-1.91361, 2.70094, -0.80777], [-1.70271, 0.81204, -2.78459], [0.82649, -1.94788, -1.93330], [-1.04670, -3.22350, -0.90287], [-2.38074, -2.04114, 0.51232], [1.84693, -2.19606, -0.34356], [-0.11398, -3.35498, 0.72830], [-2.07405, -0.61091, 4.02314], [-0.56956, -0.81378, 4.28826], [-0.43893, -0.97884, 5.77551], [-0.28859, -2.17154, 3.59146], [0.50139, 0.55303, 3.62945], [-0.17200, 1.07121, 2.30197], [0.33312, 2.18005, 4.66581], [1.16900, 2.13790, 5.93202], [0.80349, 3.36171, 3.80763], [-1.14280, 2.40464, 5.00314], [2.29922, -0.00140, 3.48386], [2.82512, -0.71575, 4.77293], [2.40898, -0.92359, 2.26918], [3.19986, 1.20086, 3.15084], [-2.63461, -1.48383, 4.44947], [-2.32302, -0.54900, 2.94259], [-2.46423, 0.27502, 4.53013], [-1.04916, -1.84328, 6.08671], [0.59496, -1.15433, 6.09881], [-0.81464, -0.12235, 6.37244], [-0.44557, -2.16807, 2.49830], [0.71727, -2.57794, 3.85008], [-1.04778, -2.87616, 4.00076], [2.25353, 2.13451, 5.71194], [0.96507, 3.05668, 6.52224], [0.95089, 1.25296, 6.55290], [1.89312, 3.38178, 3.69376], [0.36965, 3.28685, 2.79726], [0.48622, 4.33762, 4.23263], [-1.28136, 3.39967, 5.44724], [-1.76248, 2.37158, 4.09159], [-1.55622, 1.68278, 5.73610], [2.36171, -1.69570, 4.96415], [3.89973, -0.88770, 4.63913], [2.69108, -0.11876, 5.68729], [1.84486, -0.47759, 1.39708], [3.49634, -1.06967, 2.00656], [2.00492, -1.94544, 2.45956], [2.80420, 1.75537, 2.27257], [3.36820, 1.89992, 3.99927], [4.19957, 0.80881, 2.86261]],
  "forces_ev_per_angstrom": [[-2.793, -0.369, -0.828], [1.223, 0.725, 0.522], [-1.730, 1.196, 1.127], [-0.833, -3.091, -3.888], [2.358, 0.410, 0.325], [0.605, -0.980, -0.910], [-3.349, 2.934, 1.528], [-4.664, -0.959, 1.762], [1.581, -0.397, -0.033], [-0.202, -0.153, -0.028], [-0.320, 0.050, 0.311], [0.427, 0.968, 1.407], [0.107, -0.211, -0.199], [1.660, 0.747, 1.051], [0.114, 0.358, -0.002], [1.715, -0.578, 0.282], [3.121, -0.747, -1.419], [-0.108, 0.190, -0.573], [1.127, -0.341, -1.206], [-0.496, 0.188, -0.177], [-0.395, -0.884, 0.251], [0.069, -0.350, 1.502], [0.397, -0.565, 0.480], [-3.023, 2.504, -4.167], [1.673, -0.777, 1.433], [0.691, -0.617, 0.671], [0.304, 0.412, 0.776], [-0.112, 0.227, -0.574], [-0.526, -0.180, 0.069], [0.304, -0.387, 1.045], [0.047, 0.157, -0.300], [-0.123, -0.696, -0.809], [0.349, 0.425, -0.034], [0.512, 0.473, -0.283], [0.211, -0.036, 0.721], [-0.005, -0.072, -0.242], [0.213, 0.051, 0.078], [-0.185, -0.083, 0.000], [0.165, -0.308, -0.499], [0.153, 0.421, 0.278], [-0.686, 0.200, -0.217], [0.470, 0.224, -0.140], [-0.506, -0.016, 0.083], [0.146, -0.377, 0.029], [0.020, 0.380, -0.084], [-0.229, 0.040, 0.082], [0.094, -0.164, 0.336], [0.100, -0.483, 0.144], [0.198, 0.018, 0.018], [0.339, -0.111, 0.251], [0.320, 0.311, -0.396], [0.046, 0.321, -0.285], [0.035, -0.042, 0.084], [0.071, -0.036, -0.314], [0.609, -0.466, 0.806], [-0.915, 0.263, 0.147], [0.195, 0.842, -0.215], [0.105, -0.296, 0.578], [-0.227, -0.411, -0.515], [-0.448, 0.144, 0.161]],
  "mulliken_charge": [-0.28, -0.54, -0.56, -0.39, -1.18, 0.32, -0.75, -0.33, -0.74, 0.39, 0.50, 0.43, 0.61, 0.18, 0.30, 0.24, 0.16, 0.19, 0.16, -1.82, 2.29, -1.98, -1.78, 0.95, -0.55, 2.00, -1.78, -1.76, -1.98, 2.55, -1.93, -1.81, -1.77, 0.57, -0.19, 0.32, 0.51, 0.23, 0.23, 0.02, 0.26, 0.57, 0.20, 0.51, 0.23, 0.28, 0.26, 0.46, 0.59, 0.26, 0.27, 0.25, 0.53, 0.24, 0.21, 0.42, 0.29, 0.27, 0.30, 0.58],
  "largest_force_ev_per_a": 5.72,
  "charge": -2,
  "orbital_gap_ha": [0.167, 0.112],
  "spin_multiplicity": 1,
  "e_homo_ha": [0.0016, 0.0569]
}

2.
{
  "formula": "C3H3N3",
  "method": "wB97M-V/def2-TZVPD",
  "species": ["H", "N", "C", "C", "N", "C", "N", "H", "H"],
  "coordinates": [[-2.42745, -0.67517, -0.07102], [-1.99790, 0.15743, -0.07445], [-0.75519, 0.04959, 0.13368], [0.30606, 1.10535, -0.02482], [1.51918, 0.64376, 0.01834], [1.22327, -0.80909, -0.08841], [-0.07929, -1.12157, 0.07185], [0.14708, 2.14684, 0.07202], [2.06424, -1.49716, -0.03720]],
  "forces_ev_per_angstrom": [[-1.940, -4.146, 0.021], [2.028, 4.912, 0.666], [-0.001, 1.082, -2.298], [1.146, 0.378, 1.730], [-2.282, -1.391, -1.335], [-3.146, 0.581, 2.225], [4.981, -2.275, -0.311], [-0.356, 0.957, -0.200], [-0.430, -0.099, -0.498]],
  "mulliken_charge": [0.29, -0.57, 0.65, -0.13, -0.44, -0.03, -0.53, 0.41, 0.36],
  "largest_force_ev_per_a": 5.48,
  "charge": 0,
  "orbital_gap_ha": 0.337,
  "spin_multiplicity": 1,
  "smiles": "[H]/N=C1/C=NC=N1",
  "e_homo_ha": -0.3906
}

Which formula does entry 2 have?
C3H3N3

Which of these has the lowest charge?
C19H37CdN2P

charge of number 2 (C3H3N3)?
0

Look up the charge of the second one.
0